C29H33FN5O3RhSSi | ωB97M-V with the def2-TZVPD basis set

Charge: +2
Kohn-Sham gap: 7.7 eV
HOMO energy: -13.00 eV
Relative energy (zero: lowest compared OMol25 entry of this formula, charge and spin): 1.5 kcal per mole
Spin multiplicity: 1

Geometry (Å):
Rh: 0.938 -3.823 0.448
C: -1.253 2.231 4.014
C: 0.217 1.865 4.124
N: 0.623 0.890 3.091
C: 0.683 -0.400 3.422
C: 0.967 -1.428 2.551
C: 0.986 -2.811 3.201
O: 0.937 -2.862 4.409
O: 1.057 -3.838 2.418
C: 1.262 -1.104 1.219
O: 1.554 -1.947 0.291
C: 1.200 0.292 0.842
C: 1.397 0.670 -0.498
C: 1.284 1.973 -0.853
F: 1.399 2.328 -2.149
C: 1.001 2.991 0.082
C: 0.793 2.624 1.394
C: 0.866 1.275 1.783
N: 0.890 4.311 -0.362
C: 0.070 5.271 0.339
C: -0.566 6.217 -0.670
N: 0.507 6.844 -1.518
C: 1.397 5.828 -2.185
C: 1.971 4.923 -1.111
H: -1.511 2.957 4.784
H: -1.878 1.349 4.159
H: -1.493 2.661 3.041
H: 0.426 1.399 5.083
H: 0.871 2.733 4.053
H: 0.500 -0.660 4.457
H: 1.579 -0.085 -1.250
H: 0.583 3.391 2.125
H: 0.640 5.854 1.079
H: -0.732 4.761 0.869
H: -1.115 7.024 -0.189
H: -1.223 5.676 -1.348
H: 1.085 7.452 -0.931
H: 0.080 7.448 -2.222
H: 2.166 6.374 -2.728
H: 0.776 5.264 -2.878
H: 2.622 5.512 -0.446
H: 2.593 4.169 -1.582
N: 3.250 -3.036 -1.782
C: 2.456 -3.893 -2.417
N: 2.880 -4.459 -3.542
S: 0.883 -4.280 -1.849
H: 4.202 -2.883 -2.072
H: 2.902 -2.554 -0.964
H: 3.749 -4.204 -3.983
H: 2.308 -5.157 -3.986
C: -2.701 -7.208 -1.253
C: -2.097 -7.131 -0.005
C: -1.736 -5.894 0.507
C: -1.964 -4.723 -0.231
C: -2.573 -4.817 -1.486
C: -2.947 -6.054 -1.988
Si: -1.261 -3.158 0.438
C: -1.534 -1.560 -0.474
C: -2.061 -0.486 0.250
C: -2.263 0.751 -0.350
C: -1.938 0.931 -1.686
C: -1.409 -0.123 -2.421
C: -1.204 -1.355 -1.818
H: -2.995 -8.171 -1.649
H: -1.921 -8.029 0.570
H: -1.296 -5.837 1.499
H: -2.775 -3.921 -2.061
H: -3.438 -6.122 -2.950
H: -1.590 -2.910 1.860
H: -2.329 -0.619 1.293
H: -2.698 1.563 0.221
H: -2.115 1.887 -2.165
H: -1.162 0.013 -3.466
H: -0.774 -2.164 -2.398

=====

C26H43Cl3N3O3SiYb | ωB97M-V with the def2-TZVPD basis set

Kohn-Sham gap (spin up / spin down): 9.0 / 8.2 eV
HOMO energy (spin up / spin down): -8.73 / -8.73 eV
Relative energy (zero: lowest compared OMol25 entry of this formula, charge and spin): 1.0 kcal per mole
Spin multiplicity: 2

Geometry (Å):
C: 2.924 -2.251 -3.380
C: 2.217 -1.569 -4.500
H: 2.950 -3.337 -3.520
H: 2.426 -2.037 -2.426
H: 3.969 -1.912 -3.284
C: 2.018 -2.124 -5.709
C: 2.581 -3.435 -6.153
H: 1.454 -1.583 -6.465
H: 2.490 -4.213 -5.387
H: 3.641 -3.384 -6.450
H: 2.025 -3.779 -7.034
Yb: 0.653 -0.272 2.935
Cl: 2.208 1.307 4.291
Cl: 1.998 -1.604 1.109
C: -0.040 2.375 2.114
O: -0.846 1.446 2.362
N: -0.319 3.395 1.299
C: -1.695 3.513 0.828
C: 0.698 4.291 0.752
H: 0.950 2.363 2.575
H: -2.331 2.944 1.505
H: -1.806 3.100 -0.179
H: -1.986 4.564 0.819
H: 1.642 4.098 1.264
H: 0.391 5.336 0.912
H: 0.833 4.114 -0.329
H: 0.595 -4.932 2.560
H: -0.171 -3.006 0.807
C: -0.366 -4.804 3.070
C: -1.140 -3.316 1.232
N: -1.002 -3.565 2.663
H: -0.197 -4.764 4.144
C: -1.181 -2.543 3.506
O: -1.416 -1.361 3.131
H: -1.884 -2.527 1.072
H: -1.126 -2.788 4.570
H: -1.004 -5.657 2.815
H: -1.460 -4.235 0.737
O: 0.567 -0.419 -3.256
C: 1.662 -0.200 -4.132
C: 0.200 0.628 -6.115
C: 1.379 0.684 -5.360
H: -0.611 -0.036 -5.799
C: 0.095 1.370 -7.300
H: 2.466 0.283 -3.556
C: 2.435 1.494 -5.809
H: -0.823 1.317 -7.880
C: 1.164 2.137 -7.759
C: 2.336 2.204 -7.008
H: 3.359 1.493 -5.224
H: 1.094 2.679 -8.695
H: 3.196 2.784 -7.351
Si: -0.483 0.465 -2.279
Cl: 1.242 -2.517 4.496
C: -2.245 0.043 -2.790
C: -0.122 2.278 -2.551
C: -0.097 -0.155 -0.578
H: -2.387 0.213 -3.864
H: -2.974 0.667 -2.252
H: -2.474 -1.013 -2.587
H: -0.116 -1.253 -0.566
H: -0.727 0.188 0.257
H: 0.947 0.109 -0.330
H: -0.209 2.526 -3.612
H: 0.896 2.526 -2.240
H: -0.825 2.912 -2.004
C: -2.986 0.910 9.422
C: -2.229 0.696 8.129
C: -0.841 0.577 8.154
C: -0.171 0.393 6.923
N: -0.830 0.349 5.764
C: -2.151 0.406 5.741
C: -2.915 0.618 6.913
H: -2.825 0.073 10.116
H: -2.635 1.825 9.920
H: -4.058 1.002 9.221
H: -0.277 0.634 9.087
H: 0.914 0.277 6.881
H: -2.638 0.270 4.769
H: -3.999 0.715 6.849

=====

C5H3NO2 | ωB97M-V with the def2-TZVPD basis set

Kohn-Sham gap: 8.3 eV
HOMO energy: -8.10 eV
Relative energy (zero: lowest compared OMol25 entry of this formula, charge and spin): 84.1 kcal per mole
Spin multiplicity: 1

Geometry (Å):
C: 1.180 -1.489 -2.099
C: 0.496 -0.757 -1.323
C: 0.173 -0.100 -0.289
O: 1.084 -0.028 0.823
C: 0.585 0.909 1.676
N: -0.715 1.255 1.341
C: -1.051 0.449 0.189
O: -2.202 0.371 -0.494
H: 1.946 -2.209 -2.643
H: 1.262 1.071 2.496
H: -2.758 0.529 0.324

=====

C32H35AsCsN7O4S4Sb | ωB97M-V with the def2-TZVPD basis set

Charge: -2
Kohn-Sham gap (spin up / spin down): 4.4 / 6.5 eV
HOMO energy (spin up / spin down): -0.97 / -3.07 eV
Relative energy (zero: lowest compared OMol25 entry of this formula, charge and spin): 30.7 kcal per mole
Spin multiplicity: 2

Geometry (Å):
Cs: -1.200 -0.265 0.077
O: 1.182 2.586 6.886
C: -0.027 3.136 6.577
O: -0.627 3.685 7.466
C: -0.478 3.021 5.181
C: 0.288 2.465 4.137
C: -0.191 2.385 2.855
C: -1.492 2.854 2.515
C: -2.260 3.422 3.578
C: -1.758 3.493 4.856
N: -1.894 2.691 1.240
C: -2.925 3.360 0.731
C: -3.401 3.139 -0.598
C: -4.437 3.956 -1.118
C: -4.874 3.775 -2.406
C: -4.282 2.784 -3.198
C: -3.284 2.013 -2.619
N: -2.851 2.152 -1.365
H: 1.522 2.124 6.113
H: 1.299 2.101 4.309
H: 0.416 1.982 2.050
H: -3.265 3.769 3.377
H: -2.355 3.906 5.661
H: -3.411 4.170 1.279
H: -4.868 4.723 -0.483
H: -5.665 4.399 -2.806
H: -4.588 2.609 -4.220
H: -2.796 1.239 -3.206
S: -1.620 -5.977 0.055
Sb: -1.492 -4.034 -1.092
S: -3.173 -2.514 -0.769
S: -0.583 -4.126 -3.177
O: 1.220 0.830 -0.018
S: 1.399 0.543 -1.478
C: 2.783 1.574 -1.989
C: 3.442 2.325 -1.036
C: 4.521 3.109 -1.428
C: 4.914 3.142 -2.760
C: 4.222 2.398 -3.711
C: 3.144 1.615 -3.329
C: 2.350 -0.978 -1.576
C: 3.292 -1.237 -0.587
C: 4.036 -2.400 -0.668
C: 3.815 -3.296 -1.715
C: 2.845 -3.038 -2.670
C: 2.100 -1.863 -2.607
H: 3.096 2.294 -0.007
H: 5.049 3.701 -0.691
H: 5.755 3.756 -3.061
H: 4.519 2.436 -4.752
H: 2.584 1.035 -4.060
H: 3.414 -0.544 0.238
H: 4.756 -2.636 0.106
H: 4.367 -4.227 -1.746
H: 2.614 -3.772 -3.433
H: 1.292 -1.673 -3.308
C: -3.522 -2.378 -4.430
N: -2.674 -1.310 -3.930
C: -1.422 -1.060 -4.391
N: -1.085 -1.695 -5.581
O: -0.669 -0.240 -3.861
H: -4.438 -2.378 -3.847
H: -3.055 -3.360 -4.312
H: -3.770 -2.206 -5.481
H: -2.775 -1.080 -2.950
H: -1.379 -2.661 -5.610
H: -0.093 -1.612 -5.729
C: -1.048 -1.011 4.585
As: -0.432 -1.742 2.863
C: -0.777 -3.614 3.319
C: 1.481 -1.651 3.296
H: -0.642 -1.581 5.423
H: -2.136 -1.046 4.624
H: -0.744 0.032 4.671
H: -0.242 -3.891 4.228
H: -0.500 -4.283 2.506
H: -1.848 -3.726 3.478
H: 1.692 -2.142 4.244
H: 1.760 -0.597 3.361
H: 2.089 -2.111 2.520
N: 3.641 -4.866 2.544
C: 2.847 -4.667 1.718
N: 2.001 -4.512 0.729
C: 1.084 -3.716 0.413
N: 0.215 -3.016 0.001